Entry from the Open Molecules 2025 dataset: a 9-piece molecular cluster, C10H38O14 overall in a non-equilibrium geometry (ωB97M-V/def2-TZVPD).

Summary:
Orbital gap, Eh: 0.345
Energy relative to the best compared isomer or geometry (same formula, charge and spin), eV: 1.8850
Spin multiplicity: 1
M, g mol⁻¹: 382.40
LUMO level, eV: 0.085
E_HOMO, eV: -9.32

Each atom is followed by the atoms it is bonded to, with distances in Å.
Atoms and positions in Å:
1 O -0.74989 -2.50647 11.94841  C2 1.400, H5 0.952
2 C -1.65221 -1.44071 12.05477  O1 1.400, C3 1.511, H6 1.159, H7 1.081
3 C -1.23974 -0.66792 13.28561  C2 1.511, O4 1.411, H8 1.108, H9 1.128
4 O -2.29164 0.19192 13.66666  C3 1.411, H10 0.927
5 H 0.13047 -2.15234 12.01914  O1 0.952
6 H -1.54258 -0.75266 11.12837  C2 1.159
7 H -2.68078 -1.77124 12.09334  C2 1.081
8 H -0.21206 -0.25486 13.26177  C3 1.108
9 H -1.05785 -1.47912 14.04865  C3 1.128
10 H -2.12618 0.45689 14.53919  O4 0.927
11 O 2.40875 1.21879 14.68154  C12 1.367, H15 0.928
12 C 3.41797 0.29615 14.69724  O11 1.367, C13 1.505, H16 1.125, H17 1.112
13 C 4.03277 0.33168 16.07025  C12 1.505, O14 1.407, H18 1.079, H19 1.088
14 O 5.08783 -0.59413 15.96681  C13 1.407, H20 0.942
15 H 2.75514 2.01367 14.35088  O11 0.928
16 H 2.93766 -0.70581 14.52133  C12 1.125
17 H 4.10784 0.60654 13.88213  C12 1.112
18 H 3.29373 0.11793 16.82661  C13 1.079
19 H 4.42000 1.30938 16.34816  C13 1.088
20 H 4.85139 -1.37566 16.43750  O14 0.942
21 O 0.65480 -3.62572 9.10571  C22 1.400, H25 0.987
22 C 1.22786 -2.55761 8.40444  O21 1.400, C23 1.455, H26 1.071, H27 1.069
23 C 1.51405 -1.61545 9.47540  C22 1.455, O24 1.363, H28 1.076, H29 1.151
24 O 2.14224 -0.51286 8.97675  C23 1.363, H30 0.976
25 H -0.30540 -3.40117 9.14312  O21 0.987
26 H 2.13339 -2.86071 7.91846  C22 1.071
27 H 0.54199 -2.09242 7.72958  C22 1.069
28 H 2.16313 -2.12744 10.16373  C23 1.076
29 H 0.61003 -1.20965 10.06065  C23 1.151
30 H 2.24159 0.07350 9.75107  O24 0.976
31 O 2.63071 3.86608 13.35703  C32 1.386, H35 0.927
32 C 2.87742 4.21768 12.03975  O31 1.386, C33 1.512, H36 1.065, H37 1.127
33 C 3.93099 5.29534 11.92283  C32 1.512, O34 1.459, H38 1.086, H39 1.121
34 O 4.16379 5.78780 10.56922  C33 1.459, H40 0.983
35 H 2.48346 4.64327 13.84120  O31 0.927
36 H 3.14463 3.36853 11.45469  C32 1.065
37 H 1.93342 4.64932 11.60148  C32 1.127
38 H 4.88750 4.89045 12.24156  C33 1.086
39 H 3.62916 6.19346 12.52220  C33 1.121
40 H 3.50025 6.49428 10.40331  O34 0.983
41 O 0.10186 2.43895 12.13515  C42 1.411, H45 0.957
42 C -0.89346 2.51721 11.13819  O41 1.411, C43 1.492, H46 1.130, H47 1.083
43 C -0.32336 1.87688 9.91715  C42 1.492, O44 1.412, H48 1.072, H49 1.056
44 O -1.30214 2.01429 8.90847  C43 1.412, H50 0.963
45 H -0.32603 2.36867 12.98867  O41 0.957
46 H -1.80179 2.03521 11.60666  C42 1.130
47 H -1.18900 3.53446 10.91514  C42 1.083
48 H -0.13723 0.83044 10.05942  C43 1.072
49 H 0.50593 2.40846 9.53657  C43 1.056
50 H -1.34017 2.95092 8.68921  O44 0.963
51 O 5.06373 0.34030 11.26224  H52 0.963, H53 0.973
52 H 4.13922 0.60523 11.31233  O51 0.963
53 H 5.51978 0.98841 11.82746  O51 0.973
54 O 1.71699 -1.96010 12.83529  H55 0.967, H56 0.967
55 H 2.22325 -2.70850 12.49121  O54 0.967
56 H 1.49784 -2.24945 13.73149  O54 0.967
57 O 2.29877 0.50995 11.63491  H58 0.966, H59 0.998
58 H 1.63770 1.19898 11.78371  O57 0.966
59 H 2.05899 -0.26761 12.21287  O57 0.998
60 O 4.29827 -2.47494 11.84016  H61 0.959, H62 0.937
61 H 4.46951 -1.53225 11.80290  O60 0.959
62 H 4.53850 -2.69068 12.72005  O60 0.937